Record 1
Computed, not measured: a molecular structure, C6H12F8IN2O12S4Zr, with wB97M-V/def2-TZVPD.

Structure (XYZ):
```
46
Properties=species:S:1:pos:R:3:forces:R:3
Zr -0.227385 0.533583 -0.435495 0.036 -0.363 -0.271
C -2.244839 -2.110504 4.119646 -0.476 0.581 0.409
F -3.011624 -1.013506 3.814587 0.983 -1.344 0.482
F -2.336432 -2.428834 5.418462 0.119 0.716 -1.086
F -2.708529 -3.131649 3.421883 0.220 0.254 -0.107
S -0.363677 -1.852792 3.642437 1.463 -2.054 -0.618
O 0.458125 -1.986343 4.849192 -2.007 1.208 -1.825
O -0.155230 -2.913556 2.687596 -0.514 0.744 -0.378
N -0.232738 -0.315404 2.731287 -0.090 -2.261 2.742
S 0.407758 0.685120 3.901231 2.536 2.925 -1.051
O 1.732620 0.352895 4.463811 -3.275 0.291 -0.858
O 0.374395 1.943523 3.137582 -0.287 -0.392 0.511
C -0.961429 0.959075 5.347563 2.218 0.176 1.315
F -0.696702 2.079810 6.052022 0.762 -1.008 -0.694
F -2.131803 1.079876 4.898450 -2.567 0.736 -2.179
F -0.979611 -0.100362 6.128172 0.809 -0.165 0.600
N -0.642528 0.563560 -3.513626 1.772 -0.443 -3.730
S -1.757931 0.602243 -4.733859 -7.871 0.615 1.681
O -2.018345 -0.657576 -5.440435 1.280 2.541 1.213
O -2.004070 1.886454 -5.364937 0.950 -2.160 0.793
F -2.905590 0.597656 -3.567098 -0.366 -0.139 -0.483
S 0.479631 0.376879 -4.894169 6.787 0.628 0.076
O 0.660357 1.567844 -5.748094 -1.415 -2.910 1.714
O 0.733844 -0.963531 -5.376246 -1.352 1.694 0.475
F 1.732302 0.547037 -3.936557 0.554 0.182 0.889
I -3.374554 2.754293 0.376982 1.463 -1.106 -0.412
C 3.347004 2.859424 -0.623753 0.090 0.612 0.044
C 2.307678 3.972966 -0.897860 2.359 -0.046 -0.101
O 1.077850 3.370251 -1.183845 -1.395 -0.346 0.257
O 2.635775 1.693661 -0.202142 -1.114 -1.220 -0.028
H 4.011900 3.129117 0.196774 -0.117 0.279 0.051
H 3.999646 2.641237 -1.469061 -0.391 -0.128 -0.292
H 2.604173 4.559673 -1.767331 0.234 -0.214 -0.212
H 2.380391 4.698824 -0.087954 -1.007 -0.263 0.452
H 0.602053 4.049287 -1.667707 -0.629 -0.196 -0.169
H 3.281487 0.987380 -0.125806 0.103 -0.176 0.165
C -1.196815 -3.262709 -1.623610 1.365 -0.981 -0.402
C 0.402656 -3.406552 -1.618925 -2.413 0.290 -0.017
O 0.859825 -2.153124 -1.097535 0.705 0.938 -0.241
O -1.666392 -2.121525 -0.841691 0.821 -0.282 -0.162
H -1.559939 -4.232582 -1.283639 -0.332 0.297 0.900
H -1.643361 -3.224646 -2.617220 0.559 0.645 -0.252
H 0.725071 -3.690478 -2.620688 0.169 0.882 -0.274
H 0.831185 -4.194772 -0.999921 -0.697 -0.007 0.500
H 1.747677 -2.361417 -0.797644 0.333 0.500 0.240
H -2.573878 -2.369809 -0.650829 -0.371 0.473 0.333
```
Positions in Å, forces in eV/Å.

Results
- charge = +1
- E (a.u.) = -3983.81820
- HOMO level (eV) = -13.30
- largest force on an atom (hartree/bohr) = 0.15698
- energy relative to the best compared isomer or geometry (same formula, charge and spin) (kJ/mol) = 1232.7
- E_LUMO (Ha) = -0.3409
- gap between HOMO and LUMO (eV) = 4.027

=====

Record 2
Computed, not measured: a gas-phase ion, C6H12FN2 (charge +1), with wB97M-V/def2-TZVPD.

Structure (XYZ):
```
21
Properties=species:S:1:pos:R:3:forces:R:3
C -1.166617 -0.108458 2.031764 3.504 0.898 -5.029
C -1.510508 -0.922546 0.759749 -2.179 -0.987 1.546
C 0.798189 0.989018 1.159646 -1.876 -0.457 -3.760
C -1.013281 -0.241447 -0.493418 -1.247 0.971 0.541
C 0.435036 0.174858 -0.443911 0.887 0.587 1.678
C 1.411215 -0.992209 -0.675011 1.146 -0.737 0.491
N -0.207562 0.727045 2.073940 -1.557 0.063 1.681
N 0.565938 1.117569 -1.620107 -1.371 -0.193 0.469
F -1.739129 0.988950 -0.557473 0.166 0.215 0.001
H -1.849921 -0.159658 2.755397 -2.274 -0.224 3.290
H -1.132677 -1.939580 0.865863 0.453 -0.054 -0.099
H -2.685684 -1.153162 0.883588 2.485 0.939 -1.132
H 1.552785 0.287937 1.392192 1.767 0.375 0.531
H 0.989094 2.115406 0.989144 0.038 -2.013 0.490
H -1.272706 -0.652848 -1.469595 0.059 -0.891 0.196
H 2.525070 -0.773979 -0.990773 -2.425 0.040 -0.010
H 0.897199 -1.771856 -1.278974 0.795 0.494 -0.199
H 1.633469 -1.524826 0.271456 -0.519 0.376 -0.191
H -0.194592 1.851960 -1.610095 1.247 -0.558 0.235
H 0.449264 0.581518 -2.476472 0.032 -0.066 -0.360
H 1.515416 1.406309 -1.566910 0.874 1.222 -0.372
```
Positions in Å, forces in eV/Å.

Results
- charge = +1
- E (a.u.) = -444.86800
- HOMO level (eV) = -12.92
- SMILES = C[C@]1([NH3+])CN=CC[C@H]1F
- largest force on an atom (hartree/bohr) = 0.12046
- energy relative to the best compared isomer or geometry (same formula, charge and spin) (kJ/mol) = 76.9
- E_LUMO (Ha) = -0.1240
- gap between HOMO and LUMO (eV) = 9.548

=====

Record 3
Computed, not measured: a molecular structure, C6H12LaO4, with wB97M-V/def2-TZVPD.

Structure (XYZ):
```
23
Properties=species:S:1:pos:R:3:forces:R:3
O 0.831379 2.337923 0.746036 0.291 -1.298 0.155
C -0.274850 3.120985 0.423249 -1.300 1.313 -0.358
C -1.323036 2.316372 -0.339298 0.328 0.761 -0.655
O -1.494765 1.067592 0.353913 0.934 -0.187 0.806
C -2.566078 0.271440 -0.132993 -0.881 -0.707 -0.345
La 0.644123 0.331102 1.349698 0.087 0.987 0.257
H 0.000442 3.982231 -0.213520 0.049 -0.338 0.320
H -0.753086 3.535236 1.333211 0.347 -0.147 -0.255
H -0.988537 2.090879 -1.365319 -0.123 0.090 0.240
H -2.289035 2.840920 -0.378007 0.330 -0.103 0.041
H -3.051069 -0.204706 0.725608 0.015 0.079 -0.227
H -3.293509 0.907942 -0.653716 0.171 -0.278 0.188
H -2.187047 -0.491943 -0.828484 -0.175 0.233 0.082
C 0.336211 -2.946858 0.070514 -0.538 -0.670 -0.578
O 1.201421 -1.811285 0.192119 0.008 0.677 0.599
C 2.486316 -1.986164 -0.378066 0.330 -0.286 -1.232
C 3.412103 -1.027232 0.315292 1.638 -1.174 0.927
O 3.615363 0.125439 0.361880 -1.310 0.735 -0.292
H -0.426071 -2.911943 0.859792 0.267 0.004 -0.136
H -0.136678 -2.892172 -0.914516 -0.038 -0.220 0.168
H 0.926131 -3.868017 0.146100 -0.245 0.206 0.145
H 2.476665 -1.775360 -1.460090 0.006 -0.085 0.132
H 2.853609 -3.012380 -0.213393 -0.192 0.407 0.017
```
Positions in Å, forces in eV/Å.

Results
- charge = +2
- E (a.u.) = -567.69331
- HOMO level (spin up / spin down) (eV) = -15.51 / -17.85
- 2S+1 = 2
- largest force on an atom (hartree/bohr) = 0.04313
- E_LUMO (spin up / spin down) (Ha) = -0.3077 / -0.3086
- gap between HOMO and LUMO (spin up / spin down) (eV) = 7.134 / 9.453